Entry from OMol25: a molecular structure, C13H9Cl21Cr2O8S (ωB97M-V with the def2-TZVPD basis set).

Summary:
Multiplicity ... 9
Orbital gap (alpha / beta) ... 5.0366 / 5.2075 eV
HOMO (alpha / beta) ... -7.7 / -7.8 eV
Expectation value of S² ... 20.034
Relative energy (zero: lowest compared OMol25 entry of this formula, charge and spin) ... 1.2 kcal per mole

Positions of all 54 atoms, in Å:
Cr: -2.0213 -1.5968 -1.6009
Cr: -0.6106 1.0200 3.4665
S: -2.6710 -1.1066 1.7107
O: -2.3488 -0.9471 0.3206
O: -4.0701 -1.1416 1.7829
O: -2.5346 -2.5220 1.9681
O: -1.9072 -0.2445 2.6192
C: -0.2293 1.6173 -0.4136
C: -0.2291 0.5106 -1.1774
C: 0.3236 -0.8069 -0.6392
O: 0.1486 -1.9453 -1.3078
C: 0.9105 -0.8493 0.5897
C: 0.9182 0.2872 1.4554
C: 0.1560 1.5643 0.9594
O: -0.3078 2.3189 1.8293
O: 1.1512 0.2829 2.7105
O: -1.0715 0.4718 -2.1556
H: -0.8171 2.4841 -0.6774
H: 1.3061 -1.7653 1.0031
C: 4.0948 -2.4686 1.3994
Cl: 4.0110 -2.1664 -0.3427
Cl: 4.6330 -1.0590 2.3896
Cl: 5.1676 -3.8255 1.6931
H: 3.0630 -2.6776 1.6822
C: -3.7273 2.5162 -0.0051
Cl: -3.2939 3.5481 -1.3800
Cl: -4.7269 1.1280 -0.5664
Cl: -4.5566 3.3254 1.3208
H: -2.7766 2.1309 0.3634
C: -0.9985 5.5021 2.4016
Cl: -1.6034 5.3253 0.7002
Cl: -2.4235 5.7679 3.4927
Cl: 0.2039 6.7795 2.4490
H: -0.5348 4.5601 2.6942
C: 1.8537 -4.9120 -1.9410
Cl: 0.1264 -5.3917 -1.9463
Cl: 2.3186 -4.3358 -3.5583
Cl: 2.8982 -6.2211 -1.4242
H: 2.0246 -4.0015 -1.3667
C: -2.2323 1.9982 -5.1513
Cl: -1.4748 2.8781 -6.4492
Cl: -2.6272 0.3408 -5.6138
Cl: -3.6942 2.7620 -4.5695
H: -1.5717 1.9519 -4.2855
C: 0.4280 -4.5127 2.7709
Cl: 0.6516 -2.8918 3.5418
Cl: 1.9601 -5.2934 2.5125
Cl: -0.4083 -4.3287 1.1715
H: -0.1412 -5.1690 3.4292
C: 3.3117 2.2536 -1.5685
Cl: 3.7157 2.1061 0.1128
Cl: 3.8350 0.7391 -2.3763
Cl: 4.1519 3.6400 -2.2542
H: 2.2467 2.3696 -1.7696

Entry from OMol25: a molecular structure, C38H65Br2F9N3O10S2 (ωB97M-V with the def2-TZVPD basis set).

Summary:
Multiplicity ... 1
Orbital gap ... 8.0104 eV
HOMO ... -10.9 eV
Charge ... +1

Positions of all 129 atoms, in Å:
C: -5.0156 1.2522 4.2011
C: -5.6787 0.8270 3.0977
C: -5.1031 0.8843 1.6895
C: -4.3721 -0.4352 1.2324
S: -5.4365 -1.7977 1.8300
N: -3.1713 -0.4670 2.0944
C: -2.6060 -1.8290 2.4218
C: -2.8289 -2.2424 3.8758
C: -1.8530 -3.3992 4.2091
S: -2.6929 -4.9901 4.4763
C: -2.1638 0.0401 1.2252
N: -1.1954 0.7815 1.6291
C: -0.9902 1.1826 3.0248
C: -1.6156 2.5234 3.3645
C: -0.7653 3.7032 2.8825
C: -1.5465 5.0221 2.7955
C: -1.7244 5.5908 1.4015
O: -2.6993 4.9454 0.6005
C: -3.9991 5.5120 0.7244
C: -4.7689 5.4080 -0.5948
N: -2.3908 -0.3744 -0.0501
C: -1.4319 -1.2948 -0.6966
O: -0.2398 -1.2210 0.0376
C: 0.8578 -0.6564 -0.6851
C: 2.0752 -0.7147 0.2230
O: 2.3758 0.5744 0.7272
C: 3.7601 0.8235 0.8681
C: 3.9616 2.3193 0.7050
O: 3.7633 2.6844 -0.6458
C: 2.5027 3.2655 -0.9242
C: 2.1024 2.9810 -2.3782
C: -3.8315 -0.4285 -0.2839
Br: -4.1234 1.4257 -1.0127
C: -4.2857 -1.5039 -1.2919
Br: -3.7507 -0.9929 -3.1347
C: -5.7758 -1.8204 -1.3824
C: -6.7580 -0.6591 -1.5077
H: -4.0326 0.8511 4.4370
H: -5.3940 2.0212 4.8654
H: -6.6956 0.4707 3.2432
H: -5.9533 1.1021 1.0525
H: -4.3937 1.7003 1.7296
H: -6.6281 -1.3955 1.3681
H: -2.9163 -2.6065 1.7201
H: -1.5224 -1.7590 2.3092
H: -3.8448 -2.5800 4.0372
H: -2.5624 -1.3921 4.5001
H: -1.2692 -3.1692 5.0929
H: -1.1617 -3.5657 3.3860
H: -3.0149 -5.2862 3.2094
H: -0.5171 1.0846 0.9412
H: -1.3772 0.3847 3.6486
H: 0.0840 1.2360 3.1959
H: -2.5845 2.5911 2.8639
H: -1.8203 2.5873 4.4301
H: -0.3833 3.4736 1.8864
H: 0.0365 3.8159 3.6093
H: -0.9553 5.7654 3.3319
H: -2.5104 4.9779 3.3047
H: -0.7859 5.5685 0.8432
H: -1.9659 6.6501 1.5158
H: -3.9732 6.5609 1.0127
H: -4.5471 4.9299 1.4702
H: -5.7175 4.8928 -0.4750
H: -4.1794 4.8801 -1.3417
H: -4.9711 6.3948 -1.0037
H: -1.7607 -2.3308 -0.6520
H: -1.2481 -0.9721 -1.7183
H: 1.0553 -1.2448 -1.5794
H: 0.6938 0.4012 -0.9095
H: 1.8095 -1.3440 1.0792
H: 2.9263 -1.2054 -0.2460
H: 4.3464 0.3479 0.0794
H: 4.1722 0.5027 1.8306
H: 3.2183 2.8079 1.3415
H: 4.9480 2.6166 1.0560
H: 1.7166 2.8721 -0.2763
H: 2.5386 4.3420 -0.7362
H: 1.1016 2.5542 -2.4106
H: 2.8098 2.2978 -2.8359
H: 2.0540 3.9201 -2.9216
H: -3.7589 -2.4418 -1.1533
H: -6.1021 -2.4602 -0.5702
H: -5.8946 -2.4288 -2.2771
H: -6.6014 0.1422 -0.7923
H: -6.7369 -0.2245 -2.5040
H: -7.7656 -1.0355 -1.3418
C: 5.9367 1.8523 -4.0722
C: 6.4251 3.1704 -3.5107
O: 6.8967 4.0499 -4.5500
C: 5.9596 4.6478 -5.2686
O: 4.7762 4.5367 -5.1345
C: 6.6144 5.5663 -6.3162
F: 7.5742 4.9238 -6.9874
F: 7.1644 6.6284 -5.7151
F: 5.7130 5.9996 -7.1881
H: 6.7196 1.3780 -4.6648
H: 5.6490 1.1833 -3.2610
H: 5.0758 1.9949 -4.7241
H: 7.2774 3.0014 -2.8569
H: 5.6540 3.6696 -2.9243
C: 6.5254 -5.4858 2.1440
C: 6.9487 -4.1186 2.6342
O: 7.2999 -3.2413 1.5404
C: 6.3016 -2.7264 0.8524
O: 5.1323 -2.9017 1.0454
C: 6.8736 -1.8137 -0.2486
F: 7.8476 -2.4232 -0.9244
F: 7.3910 -0.6921 0.2743
F: 5.9449 -1.4327 -1.1297
H: 7.3056 -5.9239 1.5213
H: 6.3356 -6.1448 2.9898
H: 5.6194 -5.4295 1.5426
H: 7.8491 -4.1979 3.2378
H: 6.1806 -3.6495 3.2480
C: -0.5872 -4.2539 -2.6271
C: -1.9177 -4.9298 -2.8902
O: -1.7325 -6.2702 -3.3674
C: -1.3968 -7.1648 -2.4453
O: -1.2484 -6.9553 -1.2778
C: -1.2536 -8.5544 -3.0917
F: -0.4899 -8.4954 -4.1853
F: -2.4574 -9.0182 -3.4439
F: -0.7049 -9.4091 -2.2405
H: 0.0332 -4.2803 -3.5229
H: -0.7422 -3.2166 -2.3367
H: -0.0363 -4.7573 -1.8335
H: -2.4492 -4.4030 -3.6800
H: -2.5589 -4.9342 -2.0068

Entry from OMol25: a single C4H2O2 molecule (ωB97M-V with the def2-TZVPD basis set).

Summary:
Multiplicity ... 1
Orbital gap ... 9.2545 eV
HOMO ... -10.6 eV
Relative energy (zero: lowest compared OMol25 entry of this formula, charge and spin) ... 48.0 kcal per mole

Positions of all 8 atoms, in Å:
O: 0.1231 0.9306 -1.5972
C: 0.4526 1.1299 -0.4567
C: 0.1816 0.1016 0.6510
O: 0.5224 0.3252 1.7871
C: -0.5051 -1.1085 0.1562
C: -0.9759 -2.2524 0.5502
H: 0.9665 2.0485 -0.1203
H: -0.7446 -1.1425 -0.9232

Entry from OMol25: a molecular structure, C4H10NO2 (ωB97M-V with the def2-TZVPD basis set).

Summary:
Multiplicity ... 2
Orbital gap (alpha / beta) ... 9.7997 / 7.3782 eV
HOMO (alpha / beta) ... -9.0 / -8.9 eV
Expectation value of S² ... 0.754
Relative energy (zero: lowest compared OMol25 entry of this formula, charge and spin) ... 44.1 kcal per mole

Positions of all 17 atoms, in Å:
C: 0.4271 -0.0165 1.1225
C: 0.2535 1.3400 0.3849
C: -1.2134 1.6318 0.1686
O: -1.8198 0.4651 -0.3260
N: 0.0888 -0.9914 0.1066
C: 0.9399 -1.7847 -0.6670
O: 0.4821 -1.9134 -1.9910
H: 1.3190 -0.2427 1.7107
H: -0.3480 -0.0929 1.8950
H: 0.7461 2.0829 1.0211
H: 0.8094 1.3418 -0.5514
H: -1.7972 1.9365 1.0454
H: -1.3573 2.4081 -0.5909
H: -1.0426 -0.4137 -0.2797
H: 0.9854 -2.8246 -0.3568
H: 1.9355 -1.3494 -0.6975
H: -0.4082 -1.5768 -1.9946